C20H28N5O5S | ωB97M-V with the def2-TZVPD basis set

Properties
2S+1: 1
Molar mass (u): 450.54
LUMO (Ha): 0.07800
E_HOMO (eV): -5.89
Energy (hartree): -1827.25949
Charge: -1
Frontier orbital gap (eV): 8.012

```
59
Properties=species:S:1:pos:R:3:forces:R:3
O -4.027 -3.969 3.205 -0.18 -0.35 -0.14
O -1.241 1.721 2.762 -0.29 -0.06 0.42
O -5.185 0.033 3.623 0.24 -0.26 -0.12
O -0.545 1.240 0.724 -0.22 -0.26 -0.64
N 5.372 -1.290 -0.273 0.88 -0.30 -0.17
N 3.545 -1.710 1.147 1.59 -1.29 0.48
O -0.620 1.320 -8.046 -0.10 0.03 -0.17
S 1.675 -0.771 -4.788 -0.01 0.90 1.02
C -3.615 -2.867 3.542 -0.25 -1.16 0.75
C -1.338 1.099 1.681 0.83 0.40 0.23
C -3.998 0.359 3.576 -1.29 -0.26 0.09
C 2.409 -0.603 -3.210 -0.29 0.78 0.10
C 1.213 1.412 -3.431 0.30 -0.89 -0.31
C 2.106 0.595 -2.604 -0.54 -0.40 -1.00
C 0.908 0.809 -4.637 0.39 0.24 0.79
C 4.780 -1.956 0.720 -0.49 0.66 -0.45
C 4.674 -0.326 -0.873 -0.75 -0.25 0.61
C 2.859 -0.775 0.525 -1.76 -0.21 1.14
C 3.374 -0.031 -0.512 0.60 1.14 -1.40
N 1.596 -0.646 1.000 -0.31 1.05 -0.58
N -3.566 1.486 4.150 0.90 0.38 0.56
N -3.427 -1.910 2.639 0.44 1.94 -0.28
C -3.286 -2.606 4.997 -0.03 0.18 -0.34
C 0.673 2.735 -2.945 0.04 -0.33 -0.20
C 5.559 -3.034 1.398 -0.02 -0.36 0.00
C 2.594 1.042 -1.241 -0.06 -0.44 -0.05
C -4.399 2.431 4.887 -0.03 -0.65 -0.53
C 0.192 0.686 -7.055 -0.05 0.05 -0.18
C 0.010 1.389 -5.710 0.17 -0.45 -0.21
C -2.452 0.049 1.534 -0.13 -0.13 0.26
C -2.945 -0.537 2.876 0.17 -0.22 -0.06
H -0.543 0.859 -8.898 0.09 0.14 0.62
H 3.024 -1.377 -2.764 -0.15 0.02 -0.33
H 5.138 0.229 -1.683 0.17 -0.06 0.03
H 1.444 -1.037 1.918 -0.05 0.06 -0.24
H 1.030 0.173 0.727 -0.09 -0.59 0.47
H -2.596 1.741 3.957 0.09 -0.06 -0.31
H -3.689 -2.147 1.697 -0.13 -0.07 -0.02
H -2.256 -2.268 5.082 0.07 0.18 0.17
H -3.965 -1.848 5.382 0.08 0.16 0.11
H -3.413 -3.530 5.557 -0.02 0.04 -0.15
H -0.015 3.181 -3.667 0.10 -0.04 0.07
H 0.130 2.592 -2.005 0.10 0.07 -0.04
H 1.495 3.436 -2.773 -0.09 0.03 0.08
H 4.881 -3.756 1.860 0.09 0.19 0.01
H 6.190 -3.555 0.674 0.01 0.17 0.12
H 6.193 -2.596 2.173 0.03 -0.08 -0.02
H 3.230 1.924 -1.367 -0.04 0.04 0.01
H 1.735 1.356 -0.641 0.04 0.12 -0.10
H -4.868 3.121 4.185 -0.17 0.14 0.13
H -5.176 1.893 5.432 0.03 0.06 -0.09
H -3.783 2.991 5.591 0.04 -0.08 -0.11
H -0.097 -0.367 -6.968 0.07 -0.02 0.09
H 1.244 0.730 -7.357 0.01 -0.03 0.09
H 0.228 2.454 -5.835 -0.03 -0.10 0.00
H -1.033 1.294 -5.392 -0.01 0.07 -0.11
H -3.295 0.485 0.995 -0.01 0.06 -0.11
H -2.052 -0.765 0.926 -0.03 0.06 -0.01
H -2.078 -0.591 3.535 0.04 0.03 0.05
```
Positions in Å, forces in eV/Å.